{
  "formula": "C47H57IN5O4PTi",
  "method": "ωB97M-V with the def2-TZVPD basis set",
  "species": ["Ti", "C", "C", "C", "C", "C", "C", "C", "N", "C", "C", "C", "C", "C", "C", "C", "N", "C", "C", "C", "C", "H", "H", "H", "H", "H", "H", "H", "H", "H", "H", "H", "H", "H", "H", "H", "H", "H", "H", "H", "H", "H", "H", "H", "H", "O", "C", "C", "C", "C", "N", "C", "C", "C", "C", "C", "C", "O", "C", "C", "N", "H", "H", "H", "H", "H", "H", "H", "H", "H", "H", "H", "H", "N", "C", "C", "C", "O", "O", "H", "H", "H", "H", "H", "H", "I", "C", "H", "H", "C", "P", "C", "C", "C", "C", "C", "C", "C", "C", "C", "C", "C", "C", "H", "H", "H", "H", "H", "H", "H", "H", "H", "H", "H", "H", "H"],
  "positions_angstrom": [[7.87, 13.07, 12.59], [14.00, 16.28, 15.41], [12.83, 15.67, 16.14], [13.41, 14.77, 17.16], [12.07, 16.80, 16.84], [11.83, 14.92, 15.30], [11.28, 13.70, 15.65], [10.32, 13.12, 14.85], [9.82, 13.69, 13.74], [10.40, 14.83, 13.33], [11.38, 15.47, 14.08], [9.94, 15.26, 12.01], [10.68, 16.08, 11.21], [10.38, 16.31, 9.89], [9.18, 15.75, 9.43], [8.48, 14.97, 10.29], [8.81, 14.74, 11.57], [11.17, 17.25, 8.94], [10.54, 18.64, 9.13], [11.08, 16.70, 7.47], [12.68, 17.30, 9.35], [14.73, 16.64, 16.14], [13.63, 17.16, 14.79], [14.51, 15.60, 14.69], [14.08, 15.34, 17.82], [14.08, 14.03, 16.71], [12.74, 14.27, 17.80], [12.75, 17.28, 17.56], [11.20, 16.45, 17.34], [11.75, 17.52, 16.08], [11.59, 13.12, 16.50], [9.93, 12.15, 15.18], [11.77, 16.36, 13.61], [11.61, 16.46, 11.58], [8.87, 15.91, 8.42], [7.50, 14.66, 10.05], [9.47, 18.73, 8.79], [11.13, 19.37, 8.56], [10.63, 18.99, 10.15], [10.00, 16.72, 7.16], [11.32, 15.63, 7.39], [11.63, 17.37, 6.82], [12.75, 17.70, 10.37], [13.12, 18.02, 8.68], [13.09, 16.25, 9.40], [4.89, 16.10, 18.25], [5.46, 16.86, 17.23], [6.11, 15.92, 16.21], [6.55, 16.47, 14.98], [6.96, 15.67, 13.94], [7.01, 14.37, 14.14], [6.70, 13.82, 15.31], [6.24, 14.56, 16.38], [6.97, 12.34, 15.38], [6.42, 11.48, 16.37], [6.76, 10.15, 16.37], [6.15, 9.22, 17.40], [5.41, 9.96, 18.32], [7.69, 9.67, 15.39], [8.12, 10.53, 14.41], [7.78, 11.85, 14.42], [4.95, 16.56, 19.08], [6.23, 17.60, 17.52], [4.72, 17.44, 16.65], [6.59, 17.55, 14.80], [7.22, 16.09, 12.99], [5.75, 14.13, 17.23], [5.75, 11.92, 17.08], [6.92, 8.67, 17.96], [5.50, 8.57, 16.80], [5.08, 9.37, 19.03], [7.92, 8.65, 15.28], [8.84, 10.28, 13.60], [11.75, 11.48, 10.00], [11.04, 10.42, 10.69], [9.69, 10.24, 10.01], [8.77, 11.42, 10.21], [8.10, 11.95, 9.37], [8.63, 11.76, 11.59], [11.86, 11.25, 9.05], [12.67, 11.58, 10.35], [10.95, 10.66, 11.78], [11.57, 9.49, 10.72], [9.20, 9.35, 10.44], [9.77, 10.15, 8.95], [5.15, 12.00, 12.42], [6.33, 13.39, 11.31], [6.36, 13.08, 10.27], [5.84, 14.34, 11.42], [13.17, 9.43, 16.16], [12.36, 10.25, 14.76], [12.24, 8.79, 13.68], [11.01, 8.11, 13.76], [10.80, 6.91, 13.13], [11.91, 6.42, 12.39], [13.07, 7.12, 12.16], [13.24, 8.30, 12.88], [13.69, 11.26, 14.04], [15.03, 11.06, 14.36], [16.00, 11.80, 13.74], [15.64, 12.64, 12.71], [14.32, 12.84, 12.38], [13.35, 12.18, 13.06], [14.05, 8.80, 15.84], [12.41, 8.76, 16.61], [13.37, 10.16, 16.96], [10.17, 8.56, 14.27], [9.81, 6.39, 13.08], [11.86, 5.41, 12.05], [13.86, 6.56, 11.73], [14.17, 8.85, 12.75], [15.25, 10.33, 15.13], [17.03, 11.78, 14.00], [16.43, 13.24, 12.29], [14.08, 13.66, 11.66], [12.27, 12.32, 12.85]],
  "de_lowest_kj_mol": 127.8,
  "homo_energy_ev": -12.4,
  "total_charge": 2,
  "gap_ev": 6.419
}

---

{
  "formula": "C5H9NS2",
  "method": "ωB97M-V with the def2-TZVPD basis set",
  "species": ["C", "C", "C", "C", "C", "N", "S", "S", "H", "H", "H", "H", "H", "H", "H", "H", "H"],
  "positions_angstrom": [[0.18, 0.75, 0.51], [-0.41, 0.76, -1.17], [1.16, -0.35, 0.64], [-1.91, 0.55, -1.13], [1.29, -0.93, 2.03], [0.39, -0.28, -1.75], [-0.41, 1.72, 1.63], [0.58, -1.58, -0.61], [-0.13, 1.73, -1.59], [2.13, 0.01, 0.26], [-2.14, -0.44, -0.73], [-2.33, 0.64, -2.13], [-2.37, 1.30, -0.49], [2.10, -1.66, 2.06], [0.37, -1.43, 2.32], [1.50, -0.14, 2.74], [0.00, -0.66, -2.60]],
  "de_lowest_kj_mol": 140.0,
  "homo_energy_ev": -8.3,
  "gap_ev": 8.136,
  "smiles": "C[C@@H]1NS[C@H](C)C1=S"
}

---

{
  "formula": "CH4N2O2",
  "method": "ωB97M-V with the def2-TZVPD basis set",
  "species": ["C", "N", "N", "O", "O", "H", "H", "H", "H"],
  "positions_angstrom": [[0.12, 0.48, 0.02], [-1.79, -0.86, 0.05], [-1.29, 0.28, -0.13], [-2.93, -1.27, 0.00], [-2.20, 1.89, 0.08], [0.52, -0.43, 0.33], [0.21, 1.16, 0.75], [0.75, 0.86, -0.93], [-1.09, -1.63, 0.04]],
  "de_lowest_kj_mol": 757.4,
  "homo_energy_ev": [-9.9, -9.7],
  "gap_ev": [9.232, 9.260]
}

---

{
  "formula": "C6H11N3O",
  "method": "ωB97M-V with the def2-TZVPD basis set",
  "species": ["C", "C", "C", "C", "N", "N", "H", "H", "H", "H", "H", "H", "C", "C", "O", "N", "H", "H", "H", "H", "H"],
  "positions_angstrom": [[0.65, 1.30, -0.28], [-2.77, 2.43, -0.08], [-0.73, 1.53, -0.16], [-1.62, 0.47, -0.62], [-1.40, 2.59, 0.25], [-2.86, 1.13, -0.63], [-3.68, 2.79, 0.21], [-3.59, 0.99, -1.14], [-1.35, -0.42, -1.09], [1.39, 1.55, 0.63], [1.40, 1.87, -0.91], [0.91, 0.24, -0.36], [2.05, -1.84, -0.52], [1.52, -2.36, 0.77], [1.54, -3.48, 1.08], [0.90, -1.38, 1.66], [1.49, -0.97, -0.74], [2.05, -2.62, -1.26], [0.42, -1.77, 2.39], [0.61, -0.43, 1.46], [3.06, -1.61, -0.66]],
  "de_lowest_kj_mol": 333.6,
  "homo_energy_ev": -8.5,
  "gap_ev": 9.299,
  "smiles": "Cc1c[nH]cn1.CC(N)=O"
}

---

{
  "formula": "C4H28BO22",
  "method": "ωB97M-V with the def2-TZVPD basis set",
  "species": ["O", "C", "O", "B", "O", "C", "O", "O", "C", "O", "C", "O", "O", "O", "H", "H", "O", "H", "H", "O", "H", "H", "O", "H", "H", "O", "H", "H", "O", "H", "H", "O", "H", "H", "O", "H", "H", "O", "H", "H", "O", "H", "H", "O", "H", "H", "O", "H", "H", "O", "H", "H", "O", "H", "H"],
  "positions_angstrom": [[16.68, -1.93, -11.11], [16.87, -2.69, -12.03], [15.93, -3.33, -12.69], [16.53, -4.18, -13.74], [17.97, -4.08, -13.50], [18.23, -3.16, -12.59], [19.30, -2.76, -12.24], [16.18, -3.67, -15.08], [15.46, -4.57, -15.72], [15.00, -4.43, -16.82], [15.42, -5.83, -14.85], [16.05, -5.56, -13.72], [14.97, -6.90, -15.17], [12.92, -4.23, -18.87], [12.23, -4.11, -18.20], [13.68, -4.58, -18.37], [15.87, 0.91, -9.65], [16.55, 0.81, -10.33], [15.51, 1.79, -9.78], [21.13, -1.23, -9.89], [20.29, -1.21, -9.41], [20.97, -1.90, -10.56], [16.35, -6.12, -19.90], [15.97, -6.18, -19.02], [16.04, -5.26, -20.22], [15.84, -3.29, -19.46], [16.43, -2.59, -19.76], [15.16, -2.84, -18.93], [14.63, -2.65, -8.92], [13.78, -2.40, -9.31], [15.28, -2.29, -9.53], [13.20, -2.09, -13.09], [13.52, -1.57, -13.82], [13.96, -2.64, -12.84], [18.11, -4.00, -17.49], [17.26, -4.06, -17.96], [18.45, -4.90, -17.50], [18.33, -1.56, -8.84], [18.38, -0.68, -8.45], [17.84, -1.44, -9.67], [13.87, -1.61, -17.42], [13.83, -0.95, -16.72], [13.36, -2.36, -17.10], [13.84, -7.20, -18.10], [12.92, -6.91, -18.02], [14.07, -7.53, -17.22], [20.34, -4.84, -15.40], [19.59, -4.23, -15.47], [20.11, -5.40, -14.65], [18.97, 0.01, -14.00], [18.07, -0.07, -14.34], [19.30, -0.89, -13.96], [16.13, -10.21, -14.67], [15.18, -10.23, -14.51], [16.35, -9.27, -14.63]],
  "de_lowest_kj_mol": 43.1,
  "homo_energy_ev": -8.5,
  "total_charge": -1,
  "gap_ev": 10.286
}

---

{
  "formula": "C22H49InOP",
  "method": "ωB97M-V with the def2-TZVPD basis set",
  "species": ["C", "C", "C", "C", "C", "C", "C", "C", "C", "C", "C", "C", "C", "C", "C", "In", "C", "C", "C", "O", "C", "C", "P", "C", "C", "H", "H", "H", "H", "H", "H", "H", "H", "H", "H", "H", "H", "H", "H", "H", "H", "H", "H", "H", "H", "H", "H", "H", "H", "H", "H", "H", "H", "H", "H", "H", "H", "H", "H", "H", "H", "H", "H", "H", "H", "H", "H", "H", "H", "H", "H", "H", "H", "H"],
  "positions_angstrom": [[6.48, -0.28, 2.20], [6.70, 0.35, 0.82], [5.52, 0.14, -0.12], [5.26, -1.34, -0.47], [5.02, -1.63, -1.96], [3.54, -1.76, -2.32], [2.73, -0.51, -2.01], [1.28, -0.62, -2.48], [0.43, 0.66, -2.40], [0.73, 1.64, -1.24], [-0.52, 2.23, -0.59], [-1.20, 3.34, -1.40], [-2.67, 3.05, -1.68], [-3.56, 3.09, -0.42], [-4.73, 2.08, -0.41], [-4.65, 0.33, 0.97], [-6.60, 0.13, 2.00], [-3.17, 0.52, 2.65], [-1.69, 0.78, 2.40], [-1.06, -0.29, 1.68], [-0.14, -1.02, 2.46], [0.17, -2.34, 1.79], [-4.54, -1.73, -0.53], [-4.94, -3.15, 0.59], [-2.76, -2.17, -0.81], [6.56, -1.37, 2.17], [5.48, -0.04, 2.57], [7.20, 0.08, 2.93], [7.60, -0.08, 0.37], [6.88, 1.42, 0.94], [5.69, 0.71, -1.04], [4.62, 0.57, 0.34], [6.11, -1.94, -0.12], [4.39, -1.70, 0.09], [5.45, -0.83, -2.57], [5.54, -2.55, -2.25], [3.43, -1.99, -3.39], [3.11, -2.61, -1.77], [3.21, 0.37, -2.47], [2.75, -0.33, -0.93], [1.28, -0.97, -3.51], [0.78, -1.41, -1.90], [0.51, 1.19, -3.35], [-0.62, 0.36, -2.32], [1.35, 2.46, -1.63], [1.33, 1.15, -0.47], [-0.27, 2.56, 0.42], [-1.25, 1.41, -0.45], [-1.12, 4.30, -0.87], [-0.67, 3.47, -2.35], [-2.75, 2.05, -2.13], [-3.06, 3.75, -2.42], [-3.95, 4.12, -0.34], [-2.92, 2.97, 0.45], [-5.67, 2.59, -0.17], [-4.86, 1.68, -1.42], [-6.48, -0.45, 2.92], [-7.03, 1.11, 2.25], [-7.31, -0.41, 1.36], [-3.26, -0.40, 3.26], [-3.53, 1.34, 3.28], [-1.13, 0.94, 3.33], [-1.56, 1.69, 1.80], [0.78, -0.43, 2.60], [-0.56, -1.18, 3.47], [-0.72, -2.96, 1.73], [0.53, -2.17, 0.78], [0.94, -2.88, 2.35], [-5.96, -2.98, 0.97], [-4.94, -4.09, 0.03], [-4.28, -3.27, 1.46], [-2.13, -2.12, 0.09], [-2.37, -1.45, -1.53], [-2.69, -3.16, -1.25]],
  "homo_energy_ev": -3.4,
  "total_charge": -1,
  "gap_ev": 5.902
}

---

{
  "formula": "H30O19S",
  "method": "ωB97M-V with the def2-TZVPD basis set",
  "species": ["S", "O", "O", "O", "O", "O", "H", "H", "O", "H", "H", "O", "H", "H", "O", "H", "H", "O", "H", "H", "O", "H", "H", "O", "H", "H", "O", "H", "H", "O", "H", "H", "O", "H", "H", "O", "H", "H", "O", "H", "H", "O", "H", "H", "O", "H", "H", "O", "H", "H"],
  "positions_angstrom": [[0.04, 0.04, -0.19], [-0.29, -1.25, -0.89], [0.75, -0.35, 1.01], [0.85, 0.91, -0.97], [-1.25, 0.79, 0.09], [2.29, -0.07, -2.96], [1.54, -0.42, -3.59], [1.60, 0.38, -2.37], [4.04, -1.23, 1.15], [3.39, -0.79, 1.50], [3.79, -1.15, 0.13], [-2.07, -3.18, -0.05], [-1.40, -2.42, -0.18], [-1.89, -3.36, 0.85], [-0.35, 0.38, 3.32], [0.24, -0.03, 2.66], [0.08, 1.11, 3.77], [-3.73, -1.05, 0.83], [-3.50, -0.49, 0.02], [-3.54, -2.07, 0.61], [-0.38, 2.49, -2.71], [-0.56, 1.94, -3.50], [0.25, 1.93, -2.09], [2.09, 2.24, -1.28], [1.25, 1.81, -1.15], [2.81, 1.59, -1.68], [1.07, -2.87, 1.68], [1.94, -2.88, 2.06], [0.89, -1.96, 1.25], [-3.44, 0.82, -1.01], [-2.61, 0.91, -0.62], [-3.54, 1.83, -1.11], [1.57, -3.10, -1.34], [1.43, -3.54, -0.47], [0.94, -2.38, -1.00], [2.06, 0.40, 2.19], [1.38, 0.14, 1.38], [1.61, 0.25, 2.90], [-2.72, 1.43, 2.17], [-2.19, 1.03, 1.27], [-2.06, 1.24, 2.82], [-1.24, 3.40, 0.28], [-0.30, 3.35, 0.33], [-1.38, 2.36, 0.35], [-0.87, -2.24, -3.24], [-1.07, -3.16, -3.08], [-0.76, -1.80, -2.30], [0.95, 3.32, 1.11], [1.03, 2.67, 1.68], [1.25, 3.04, 0.35]],
  "de_lowest_kj_mol": 1402.9,
  "homo_energy_ev": -3.7,
  "total_charge": -2,
  "gap_ev": 8.669
}

---

{
  "formula": "C4H8INO3",
  "method": "ωB97M-V with the def2-TZVPD basis set",
  "species": ["C", "C", "C", "C", "N", "O", "O", "O", "I", "H", "H", "H", "H", "H", "H", "H", "H"],
  "positions_angstrom": [[0.03, 2.47, 0.33], [-0.04, 1.10, -0.29], [-0.47, -1.34, -0.40], [-0.54, 0.01, 0.26], [-1.07, -0.04, 1.66], [-1.58, 0.83, 2.26], [-0.98, -1.16, 2.21], [0.75, -2.06, -0.07], [2.34, -2.64, -3.17], [-0.64, 3.29, -0.09], [1.00, 2.77, 0.13], [-0.19, 2.31, 1.39], [1.82, -1.34, -2.50], [0.33, 1.11, -1.26], [-1.30, -1.88, 0.08], [-0.36, -1.35, -1.45], [0.89, -2.07, 0.90]],
  "de_lowest_kj_mol": 374.0,
  "homo_energy_ev": -9.9,
  "gap_ev": 9.388,
  "smiles": "C/C=C(/CO)[N+](=O)[O-].I"
}

---

What electronic energy values result from the calculations? In sequence: -105799.62246; -28490.18546; -8168.83579; -12915.58820; -50333.72624; -40118.60320; -50216.56137; -20006.38440 eV.